A structure of composition C34H72GaO10, computed with the ωB97M-V functional and the def2-TZVPD basis.

Structure (XYZ):
```
117
Properties=species:S:1:pos:R:3:mulliken_charge:R:1
C -1.3677 0.3850 6.1093 -0.507
O -1.5608 1.5030 5.2761 -0.378
C -1.6816 1.2391 3.8797 -0.078
C -2.5192 2.3219 3.2102 -0.823
C -1.7697 3.3184 2.3078 -0.675
C -1.6891 2.9381 0.8129 -0.209
C -0.2858 2.5076 0.3346 -0.581
C 0.0486 1.0068 0.4525 -0.817
Ga 1.8640 0.6895 1.3536 -0.546
C 3.1920 2.0534 0.6055 -0.912
C 4.1403 2.6358 1.6713 -0.266
C 3.8494 4.1008 1.8967 -0.530
O 4.8576 4.6882 2.7410 -0.555
H -2.2548 0.2555 6.7416 0.238
H -1.1623 -0.5301 5.5484 0.359
H -0.4999 0.5676 6.7513 0.023
H -0.6738 1.1877 3.4530 0.000
H -2.1245 0.2444 3.7414 0.362
H -3.0322 2.8722 4.0014 0.370
H -3.2851 1.8102 2.6198 0.271
H -0.7448 3.4309 2.6769 0.270
H -2.2460 4.2952 2.4305 0.424
H -2.3990 2.1325 0.6133 -0.112
H -2.0242 3.7866 0.2106 0.432
H 0.4380 3.0817 0.9295 -0.003
H -0.1391 2.8571 -0.6919 0.346
H -0.7611 0.4881 0.9808 0.390
H 0.1147 0.5567 -0.5448 0.454
H 2.4067 -0.7967 1.1585 -0.119
H 1.7100 1.0021 2.9593 -0.141
H 3.7737 1.5858 -0.1944 0.509
H 2.6331 2.8731 0.1346 0.373
H 5.1966 2.5532 1.3947 0.339
H 4.0085 2.1155 2.6250 -0.013
H 3.8103 4.6235 0.9345 0.462
H 2.8677 4.2092 2.3752 0.128
H 4.6018 5.6050 2.9178 0.294
C 2.3102 2.0322 5.6064 -0.375
C 2.9325 1.1813 6.6811 0.778
O 2.6055 0.0401 6.9035 -0.583
C 4.0139 1.8566 7.5038 -1.198
H 1.5613 1.4726 5.0475 -0.037
H 1.8473 2.9075 6.0700 0.386
H 3.0822 2.3852 4.9214 0.231
H 3.6119 2.7481 7.9900 0.305
H 4.8259 2.1832 6.8514 0.322
H 4.3953 1.1658 8.2523 0.329
C -2.8566 1.3223 10.4194 -1.126
C -2.3540 -0.0623 10.0812 0.906
O -3.1067 -0.9387 9.7295 -0.556
C -0.8670 -0.2898 10.2016 -1.055
H -3.9347 1.3626 10.2870 0.294
H -2.5993 1.5749 11.4500 0.359
H -2.3790 2.0598 9.7717 0.298
H -0.5363 -0.1085 11.2263 0.389
H -0.3241 0.3979 9.5507 0.232
H -0.6323 -1.3119 9.9164 0.273
C 3.2760 -5.1259 0.7871 -1.300
C 3.0728 -4.0176 -0.2263 0.947
O 3.4985 -2.9068 -0.0415 -0.401
C 2.3167 -4.3789 -1.4861 -1.084
H 3.8154 -4.7364 1.6473 0.328
H 2.3119 -5.5234 1.1093 0.378
H 3.8345 -5.9491 0.3344 0.306
H 1.3214 -4.7549 -1.2397 0.468
H 2.8424 -5.1658 -2.0325 0.284
H 2.2307 -3.4923 -2.1068 0.212
C -5.6734 0.5845 -1.6297 -1.189
C -4.1879 0.8596 -1.7550 0.933
O -3.7337 1.9621 -1.5760 -0.544
C -3.3170 -0.3191 -2.1093 -0.596
H -6.1974 1.5011 -1.3702 0.329
H -6.0604 0.1892 -2.5715 0.283
H -5.8501 -0.1723 -0.8629 0.324
H -3.6262 -0.7340 -3.0701 -0.057
H -3.4173 -1.1008 -1.3537 0.329
H -2.2776 -0.0054 -2.1669 0.176
C 3.0784 -0.5107 -4.8159 -1.067
C 2.6218 -1.9212 -5.1000 0.804
O 2.3040 -2.6701 -4.2091 -0.511
C 2.5794 -2.3462 -6.5505 -1.204
H 3.0636 -0.3272 -3.7445 0.264
H 4.0867 -0.3565 -5.2062 0.325
H 2.4246 0.2035 -5.3203 0.354
H 3.5715 -2.2534 -6.9966 0.344
H 1.9098 -1.6910 -7.1108 0.338
H 2.2364 -3.3751 -6.6228 0.297
C 5.8645 -4.0298 -2.2879 -0.687
C 6.6654 -5.2237 -2.7342 0.765
O 6.1555 -6.2130 -3.2072 -0.572
C 8.1653 -5.1249 -2.5541 -1.125
H 4.8078 -4.2004 -2.4663 -0.076
H 6.0284 -3.8371 -1.2265 0.332
H 6.1806 -3.1421 -2.8390 0.393
H 8.4035 -4.9606 -1.5017 0.314
H 8.5519 -4.2659 -3.1058 0.309
H 8.6426 -6.0365 -2.9049 0.315
C -5.2209 -1.1753 -6.5347 -1.085
C -4.1917 -2.0155 -5.8206 0.924
O -3.1417 -1.5529 -5.4430 -0.551
C -4.5393 -3.4694 -5.5910 -1.259
H -4.8678 -0.1524 -6.6252 0.229
H -5.4225 -1.5836 -7.5267 0.402
H -6.1661 -1.1812 -5.9888 0.336
H -4.7255 -3.9658 -6.5455 0.378
H -5.4572 -3.5459 -5.0047 0.311
H -3.7255 -3.9655 -5.0686 0.322
C -6.3402 3.6062 -8.2396 -1.149
C -6.3802 2.1438 -8.6108 0.862
O -6.5333 1.2806 -7.7808 -0.522
C -6.2109 1.8168 -10.0762 -1.105
H -6.4673 3.7189 -7.1664 0.297
H -5.3883 4.0443 -8.5450 0.337
H -7.1280 4.1481 -8.7665 0.343
H -5.2548 2.2010 -10.4362 0.323
H -6.9939 2.3021 -10.6618 0.334
H -6.2540 0.7407 -10.2226 0.281
```

Computed properties:
Orbital gap: 5.953 eV
Charge: -1
E_HOMO: -4.22 eV
LUMO: 0.0636 Eh